{"formula": "C30H66O19S7", "method": "the ωB97M-V functional and the def2-TZVPD basis", "homo_ev": -8.591, "orbital_gap_ha": 0.31197, "spin_multiplicity": 1, "lumo_energy_ha": -0.004, "de_lowest_kcal_mol": 40.5, "symbols": ["C", "C", "C", "O", "C", "O", "O", "H", "H", "H", "H", "H", "H", "C", "C", "C", "O", "C", "O", "O", "H", "H", "H", "H", "H", "H", "C", "C", "C", "O", "C", "O", "O", "H", "H", "H", "H", "H", "H", "C", "C", "C", "O", "C", "O", "O", "H", "H", "H", "H", "H", "H", "C", "S", "O", "C", "H", "H", "H", "H", "H", "H", "C", "S", "O", "C", "H", "H", "H", "H", "H", "H", "C", "S", "O", "C", "H", "H", "H", "H", "H", "H", "C", "S", "O", "C", "H", "H", "H", "H", "H", "H", "C", "S", "O", "C", "H", "H", "H", "H", "H", "H", "C", "S", "O", "C", "H", "H", "H", "H", "H", "H", "C", "S", "O", "C", "H", "H", "H", "H", "H", "H"], "xyz": [[0.7649, -6.8121, -0.3300], [0.4298, -8.2306, -0.7726], [1.2977, -9.3748, -0.2357], [0.6051, -9.9669, 0.8708], [-0.6518, -9.4877, 0.8686], [-1.5215, -9.8237, 1.6013], [-0.8034, -8.5306, -0.0732], [1.3323, -6.3278, -1.1343], [1.3926, -6.8275, 0.5562], [-0.1491, -6.2238, -0.3360], [0.2620, -8.4084, -1.8330], [2.2737, -9.0581, 0.1335], [1.4618, -10.1872, -0.9434], [1.3009, -10.2376, 3.9145], [2.0534, -10.8049, 5.1390], [1.7606, -10.0876, 6.4749], [1.1971, -11.0953, 7.3094], [1.2027, -12.2644, 6.6768], [0.9158, -13.2895, 7.2224], [1.5415, -12.1175, 5.3933], [0.4600, -9.5847, 4.1392], [0.8738, -11.1275, 3.4428], [1.9598, -9.8521, 3.1377], [3.0564, -10.6485, 4.7479], [1.1558, -9.1897, 6.3526], [2.6966, -9.7976, 6.9573], [9.7858, -6.4051, 3.1690], [9.5892, -4.8912, 3.4710], [8.7736, -4.1066, 2.4674], [7.6106, -3.7226, 3.2165], [7.6949, -4.1777, 4.4811], [6.7580, -4.2017, 5.2273], [8.8283, -4.8678, 4.7015], [10.5056, -6.6988, 3.9328], [10.1369, -6.5476, 2.1512], [8.8714, -6.9470, 3.4096], [10.5238, -4.3973, 3.7366], [8.5273, -4.8086, 1.6638], [9.2847, -3.3080, 1.9331], [5.1027, -12.6235, -1.4341], [4.7036, -11.2131, -1.0377], [5.7967, -10.0982, -1.2400], [5.1276, -9.1180, -1.9992], [3.9050, -9.4965, -2.3592], [3.0112, -8.8046, -2.7473], [3.7952, -10.8011, -2.0940], [5.9856, -13.0284, -0.9338], [5.2750, -12.6795, -2.5075], [4.3269, -13.3512, -1.1916], [4.1502, -11.0957, -0.1079], [6.5356, -10.5603, -1.9021], [6.3083, -9.7712, -0.3459], [6.5891, -10.9533, 3.9066], [6.3044, -9.5023, 4.9338], [4.8637, -9.4756, 5.3728], [7.2384, -9.9759, 6.4016], [6.0949, -10.7207, 2.9590], [6.1180, -11.8305, 4.3442], [7.6498, -10.9967, 3.6602], [7.0468, -10.9969, 6.7239], [6.9260, -9.2733, 7.1696], [8.2738, -9.8204, 6.0947], [6.2491, -5.2887, -4.3679], [5.7365, -6.5508, -3.1013], [6.8123, -6.6927, -2.0576], [4.4770, -5.5324, -2.2631], [6.9494, -5.8508, -4.9806], [6.8007, -4.4777, -3.8957], [5.3082, -4.9763, -4.8105], [4.4673, -5.7416, -1.1946], [3.4553, -5.5800, -2.6396], [4.6977, -4.4588, -2.2691], [9.5169, -8.8595, 0.6436], [11.0685, -9.0290, -0.3551], [11.9105, -7.7967, -0.1675], [10.3099, -8.5423, -1.9364], [8.9947, -9.8095, 0.5542], [9.0766, -7.9662, 0.2018], [9.7079, -8.6354, 1.6898], [9.7936, -7.5952, -1.7982], [9.6829, -9.3446, -2.3259], [11.1294, -8.3982, -2.6374], [0.5457, -5.9379, 4.3248], [-0.9323, -6.9461, 4.5951], [-0.7443, -7.4071, 6.0064], [-2.1331, -5.5965, 4.5705], [0.4566, -5.4306, 3.3606], [1.4878, -6.4693, 4.3814], [0.4182, -5.1546, 5.0705], [-3.1238, -5.9829, 4.7864], [-2.1593, -5.2054, 3.5450], [-1.8377, -4.6831, 5.0909], [4.2715, -1.0658, 0.8353], [4.5981, -2.8116, 1.1861], [3.7457, -3.4715, 0.1346], [6.2369, -2.7080, 0.3704], [5.0546, -0.4299, 1.2677], [3.4395, -0.8277, 1.5054], [4.1028, -0.7028, -0.1735], [6.8219, -1.9525, 0.8929], [6.0046, -2.3622, -0.6339], [6.6941, -3.6936, 0.3865], [3.1504, -4.1108, 6.3549], [3.3361, -3.6364, 4.6267], [2.0560, -3.2015, 3.9489], [4.1486, -2.0106, 4.6974], [3.8897, -4.8960, 6.4940], [2.1335, -4.4146, 6.5755], [3.4735, -3.2161, 6.8900], [5.0937, -2.2013, 5.2198], [3.5565, -1.4063, 5.3868], [4.3487, -1.5113, 3.7601], [5.8250, -6.3358, 1.1134], [4.3256, -7.3448, 1.2182], [4.7328, -8.7907, 1.0794], [3.9952, -7.1210, 2.9831], [6.5242, -6.9568, 1.6823], [5.5859, -5.4321, 1.6675], [6.1433, -6.2213, 0.0797], [3.3501, -6.2771, 3.2019], [4.9871, -7.1682, 3.4438], [3.5631, -8.0350, 3.3989]], "forces_ev_per_angstrom": [[0.759, -0.209, -2.011], [-0.611, -0.669, 1.273], [1.196, -0.493, 0.016], [-0.283, 0.539, -0.213], [-0.172, 0.446, -0.178], [-0.157, -0.272, 0.308], [-0.524, -0.393, -0.212], [0.388, -0.122, 0.230], [-0.424, 0.323, 0.308], [-0.075, -0.089, 0.771], [-0.029, 0.539, -0.013], [0.021, 0.144, -0.063], [-0.061, 0.270, -0.289], [-0.624, -1.161, -0.016], [-1.590, 2.014, -1.041], [1.490, 0.192, -0.173], [-0.256, 0.836, 0.128], [-0.370, -0.570, 0.711], [0.048, -0.006, -0.529], [1.114, -0.544, -0.495], [0.090, 0.205, 0.024], [-0.196, 0.157, -0.134], [0.058, 0.443, 0.280], [0.652, -1.393, 1.201], [-0.521, -0.335, 0.209], [0.005, 0.135, -0.107], [0.298, 1.563, 0.805], [0.765, -1.089, 0.823], [-0.171, -1.030, -0.465], [0.501, 0.712, -0.641], [-1.243, -1.974, 0.249], [0.456, 0.869, 0.073], [-0.267, 1.133, -0.487], [0.270, -0.488, -0.412], [0.166, -0.213, 0.073], [-0.201, 0.103, -0.412], [0.172, -0.159, -0.383], [-0.680, 0.100, 0.089], [-0.110, 0.543, 0.694], [0.122, -0.552, 0.602], [0.447, 0.870, -1.225], [0.074, -2.561, -0.775], [0.429, 1.828, 0.431], [-0.278, -0.668, 1.232], [0.503, 0.185, -0.530], [-1.264, -0.670, 0.051], [0.141, 0.438, 0.123], [0.042, 0.187, -0.003], [-0.240, 0.228, -0.078], [0.240, -0.205, 0.190], [0.229, 0.182, -0.035], [-0.511, 0.629, 0.096], [-0.475, 0.599, -0.467], [-0.726, 0.184, 0.573], [0.658, -0.123, -0.520], [0.055, 0.113, -0.638], [-0.190, 0.008, 0.100], [0.368, -0.147, 0.109], [0.080, -0.377, 0.404], [-0.063, -0.035, -0.124], [0.166, 0.063, 0.020], [0.137, -0.111, 0.435], [0.205, -0.976, 1.395], [-0.277, 0.901, 0.399], [0.105, 0.228, -0.468], [-0.195, 1.058, 0.220], [-0.305, 0.185, -0.535], [-0.259, 0.113, 0.154], [0.224, 0.051, -0.479], [-0.033, -0.575, -0.192], [0.139, -0.624, -0.254], [0.474, -0.139, -0.297], [0.938, 0.398, -0.502], [0.004, 1.404, -0.507], [-0.122, -0.541, 0.885], [-0.010, -0.957, -0.025], [-0.418, 0.243, -0.198], [-0.717, -0.333, 0.056], [0.441, -0.314, -0.030], [-0.172, -0.116, 0.070], [-0.317, 0.180, 0.015], [0.173, -0.048, 0.178], [-1.199, 1.045, -0.566], [0.608, -0.368, 0.471], [-0.308, -0.010, -0.155], [0.421, 0.766, -1.159], [0.160, -0.109, -0.057], [-0.210, -0.369, 0.260], [0.567, -0.054, 0.149], [0.086, 0.006, 0.378], [-0.062, -0.526, -0.199], [-0.052, -0.479, 0.829], [0.014, 1.153, 2.358], [-0.017, 0.812, -2.788], [0.214, -0.608, 0.887], [-0.415, -0.005, 0.561], [0.259, -0.276, -0.085], [-0.413, 0.019, -0.542], [-0.113, -0.869, -0.281], [0.221, -0.200, 0.048], [0.112, -0.194, -0.113], [0.123, 0.072, -0.127], [0.694, 1.204, -0.135], [-0.261, 0.816, -2.815], [-0.136, -0.772, 0.751], [0.877, -0.756, 2.415], [-0.172, -0.137, 0.163], [-0.020, 0.020, -0.043], [-0.347, -0.248, 0.574], [0.148, 0.198, -0.221], [-0.217, 0.173, -0.340], [-0.398, -0.436, -0.308], [-0.358, -0.950, 0.793], [-0.774, -0.342, -0.266], [0.150, 0.389, 0.150], [0.794, -0.972, 0.105], [0.301, 0.261, -0.046], [0.208, 0.288, -0.167], [-0.052, 0.089, -0.015], [0.407, 0.338, -0.045], [-0.126, 0.814, 0.304], [-0.419, -0.039, -0.567]]}

=====

{"formula": "C30H69FIN4O15P2S", "method": "the ωB97M-V functional and the def2-TZVPD basis", "homo_ev": -10.706, "orbital_gap_ha": 0.30190, "spin_multiplicity": 1, "lumo_energy_ha": -0.092, "total_charge": 1, "symbols": ["C", "C", "C", "N", "C", "P", "N", "O", "O", "C", "C", "C", "C", "I", "C", "C", "C", "N", "C", "C", "C", "O", "C", "P", "O", "O", "O", "N", "C", "C", "O", "F", "S", "C", "O", "O", "H", "H", "H", "H", "H", "H", "H", "H", "H", "H", "H", "H", "H", "H", "H", "H", "H", "H", "H", "H", "H", "H", "H", "H", "H", "H", "H", "H", "H", "H", "H", "H", "H", "H", "H", "H", "H", "H", "H", "C", "O", "C", "C", "O", "C", "H", "H", "H", "H", "H", "H", "H", "H", "H", "H", "C", "O", "C", "C", "O", "C", "H", "H", "H", "H", "H", "H", "H", "H", "H", "H", "C", "O", "C", "C", "O", "C", "H", "H", "H", "H", "H", "H", "H", "H", "H", "H"], "xyz": [[-3.3261, 2.4967, 2.8296], [-2.4356, 2.9658, 1.6723], [-1.8351, 1.8677, 0.7734], [-1.5233, 0.6239, 1.4548], [-0.4594, -0.2358, 1.1986], [-0.4332, -0.4009, -0.7100], [-1.8476, -0.6784, -1.2640], [0.5338, -1.5809, -1.1195], [0.2324, 0.9645, -1.2252], [-0.7849, -1.5962, 1.8724], [-1.9946, -2.3481, 1.3107], [-3.0188, -2.7869, 2.3888], [-4.3041, -1.9680, 2.3216], [-3.5277, -4.8549, 2.0456], [0.4924, -2.4097, 2.3102], [0.9687, -3.3859, 1.2007], [2.3983, -3.3253, 0.6742], [3.3591, -3.5769, 1.7653], [-0.0338, -3.3029, 3.4681], [0.9130, -4.3637, 4.0735], [0.8942, -4.4246, 5.5978], [0.4261, -5.6543, 3.6020], [1.4562, -1.2039, 2.6890], [2.1822, -1.1841, 4.3862], [3.1572, -2.2459, 4.5763], [2.7853, 0.2823, 4.6192], [0.8932, -1.2302, 5.3234], [0.9088, 0.1183, 2.0687], [0.5856, 1.2343, 3.0248], [-0.2578, 0.8933, 4.2453], [-1.3034, 0.4129, 4.2997], [0.3334, 1.3659, 5.3393], [2.3680, 0.7730, 1.1173], [1.9765, 2.4311, 0.6898], [2.4972, -0.0737, -0.0135], [3.4309, 0.7963, 2.0622], [-2.7985, 2.5236, 3.7797], [-4.1773, 3.1655, 2.9438], [-3.7342, 1.4964, 2.6906], [-1.6185, 3.5695, 2.0775], [-3.0006, 3.6327, 1.0235], [-2.5214, 1.7028, -0.0624], [-0.9351, 2.2715, 0.3233], [-2.1899, 0.3027, 2.1354], [-2.2240, 0.0629, -1.8414], [0.0251, -2.1509, -1.7205], [0.1052, 1.0313, -2.1877], [-1.1140, -1.2459, 2.8579], [-2.5344, -1.6661, 0.6570], [-1.7090, -3.1818, 0.6761], [-2.5973, -2.7230, 3.3854], [-5.1206, -2.4737, 2.8304], [-4.6114, -1.8285, 1.2861], [-4.1504, -0.9964, 2.8010], [0.3136, -3.2832, 0.3450], [0.7858, -4.4091, 1.5288], [2.6254, -2.3667, 0.2260], [2.4994, -4.0803, -0.1079], [3.7169, -4.5228, 1.7165], [4.1796, -2.9905, 1.6674], [-0.5364, -2.7258, 4.2400], [-0.8054, -3.9085, 2.9931], [1.9274, -4.2613, 3.6994], [1.7030, -3.8321, 6.0201], [1.0247, -5.4561, 5.9090], [-0.0422, -4.0366, 6.0006], [1.1045, -6.0615, 3.0571], [2.3760, -1.4299, 2.1445], [2.5773, 0.6327, 5.4956], [1.1262, -1.1599, 6.2626], [0.0286, 1.9845, 2.4678], [1.4924, 1.7224, 3.3645], [2.6878, 2.6196, -0.1138], [0.9691, 2.5552, 0.3240], [2.1686, 3.0586, 1.5578], [0.0678, 2.2291, -8.3639], [1.3940, 2.2711, -7.8679], [1.5693, 3.1258, -6.7553], [1.6086, 2.3521, -5.4567], [0.3674, 1.7175, -5.1786], [0.3446, 0.3425, -5.5299], [0.0040, 1.3818, -9.0440], [-0.6605, 2.0971, -7.5596], [-0.1710, 3.1432, -8.9166], [0.7785, 3.8819, -6.7186], [2.5253, 3.6423, -6.8831], [1.8152, 3.0467, -4.6360], [2.4154, 1.6133, -5.4891], [0.9028, -0.2447, -4.7891], [0.7617, 0.1603, -6.5210], [-0.6939, 0.0148, -5.5261], [3.8201, 3.4159, 3.7070], [2.5929, 4.0578, 3.3459], [1.7500, 4.3577, 4.4540], [1.8747, 5.7975, 4.8983], [3.1621, 6.0749, 5.4037], [4.0130, 6.7545, 4.4946], [4.4815, 3.4941, 2.8460], [4.2955, 3.9022, 4.5587], [3.6486, 2.3531, 3.9059], [1.9781, 3.6932, 5.2933], [0.7148, 4.1744, 4.1431], [1.1569, 5.9722, 5.7053], [1.6243, 6.4707, 4.0720], [3.7269, 7.8068, 4.4079], [3.9949, 6.2949, 3.5033], [5.0229, 6.6981, 4.8945], [-4.8026, -3.6754, -7.6643], [-4.7390, -2.4903, -8.4358], [-4.3103, -1.3530, -7.7130], [-2.8528, -1.0367, -7.9629], [-1.9978, -2.0568, -7.4686], [-1.5358, -2.9344, -8.4829], [-4.9083, -4.5075, -8.3574], [-3.8972, -3.8188, -7.0696], [-5.6714, -3.6602, -6.9976], [-4.4847, -1.4889, -6.6404], [-4.9150, -0.5050, -8.0497], [-2.5979, -0.1108, -7.4351], [-2.6803, -0.8729, -9.0310], [-0.7574, -2.4562, -9.0872], [-2.3494, -3.2563, -9.1355], [-1.1098, -3.8063, -7.9898]], "forces_ev_per_angstrom": [[-0.123, 0.246, -0.017], [0.258, -0.176, 0.205], [-0.487, 0.365, -0.214], [0.789, 0.345, 0.138], [-0.929, -0.966, -0.818], [-0.501, 0.368, -0.549], [0.408, 0.055, -0.026], [0.216, -0.162, 0.204], [0.137, -0.125, -0.032], [0.203, -0.037, 1.019], [-0.220, 0.213, 0.023], [-0.126, -0.046, -0.517], [0.071, -0.155, 0.042], [0.064, -0.002, 0.176], [-1.076, 0.525, -0.119], [0.310, -0.059, -0.390], [0.257, -0.207, 0.586], [0.149, 0.062, -0.301], [0.348, -0.088, -0.027], [-0.299, -0.771, -0.216], [0.066, 0.408, -0.078], [0.041, 0.173, -0.092], [0.354, -0.668, -0.497], [0.335, -0.264, 0.072], [-0.137, 0.050, -0.107], [-0.237, -0.151, 0.040], [0.113, 0.223, 0.239], [0.355, 0.440, 0.403], [0.125, 0.164, 0.030], [1.798, 0.899, -0.742], [-2.389, -1.196, 0.181], [0.272, 0.652, 0.710], [0.777, -0.122, -0.194], [-0.088, 0.060, 0.165], [-0.452, -0.094, -0.108], [-0.126, 0.055, 0.187], [0.044, -0.189, 0.032], [-0.036, -0.010, -0.024], [-0.056, -0.046, -0.040], [-0.033, 0.075, 0.061], [0.048, 0.006, -0.077], [-0.036, -0.250, 0.060], [0.057, -0.048, -0.055], [0.001, 0.020, 0.102], [-0.287, -0.051, 0.156], [0.065, -0.015, 0.020], [0.124, 0.180, 0.022], [-0.175, 0.127, -0.121], [0.073, -0.064, -0.131], [0.161, -0.046, 0.035], [-0.026, -0.269, 0.082], [-0.004, 0.105, 0.182], [0.000, 0.076, -0.025], [-0.031, 0.097, -0.082], [-0.099, 0.074, -0.076], [0.073, 0.080, 0.241], [-0.077, 0.134, -0.164], [-0.103, 0.087, -0.172], [-0.121, -0.057, 0.131], [-0.015, 0.024, 0.045], [0.161, 0.170, 0.088], [-0.061, -0.009, 0.056], [0.113, 0.334, 0.115], [0.085, 0.032, 0.003], [-0.013, -0.036, 0.054], [-0.107, -0.180, 0.032], [0.013, -0.052, 0.104], [0.034, 0.170, -0.056], [0.090, 0.084, -0.051], [-0.217, -0.256, -0.005], [-0.183, -0.096, 0.023], [0.203, -0.281, -0.033], [0.008, 0.088, -0.034], [-0.086, -0.154, -0.193], [0.099, 0.094, 0.065], [0.013, 0.026, -0.020], [-0.035, -0.086, 0.057], [0.081, 0.024, -0.138], [-0.045, 0.048, 0.081], [-0.015, -0.047, 0.120], [-0.083, -0.074, 0.105], [0.017, 0.006, -0.021], [-0.006, -0.005, 0.000], [-0.018, 0.012, 0.022], [-0.017, -0.002, 0.016], [-0.012, 0.021, 0.015], [0.010, 0.005, -0.017], [0.002, -0.015, -0.007], [0.045, -0.062, -0.093], [0.032, 0.040, 0.004], [-0.008, 0.005, 0.018], [0.010, -0.009, -0.084], [-0.026, -0.123, 0.072], [0.005, -0.019, -0.096], [0.026, 0.124, 0.133], [0.055, -0.126, -0.047], [-0.014, 0.050, 0.015], [0.017, -0.007, -0.014], [-0.080, 0.020, 0.024], [0.120, 0.193, 0.119], [0.017, -0.019, 0.014], [-0.024, 0.008, 0.003], [-0.031, 0.009, -0.026], [0.000, -0.012, -0.025], [-0.015, -0.006, -0.029], [0.004, -0.003, -0.002], [-0.003, 0.013, 0.027], [-0.020, 0.009, 0.004], [0.092, -0.036, -0.018], [-0.151, 0.037, -0.102], [0.121, 0.024, 0.184], [-0.029, 0.024, -0.087], [0.049, -0.026, 0.048], [-0.027, 0.004, -0.012], [0.006, -0.006, 0.000], [0.017, 0.005, 0.026], [0.016, -0.007, 0.014], [0.007, 0.013, 0.034], [-0.020, 0.016, -0.027], [-0.011, -0.020, -0.019], [-0.026, 0.007, -0.025], [-0.006, -0.006, -0.001], [0.021, 0.011, 0.012]]}